{"formula": "C15H24ClF2INO8", "method": "wB97M-V/def2-TZVPD", "symbols": ["C", "C", "O", "C", "N", "C", "C", "O", "C", "I", "C", "C", "C", "Cl", "H", "H", "H", "H", "H", "H", "H", "H", "H", "H", "H", "H", "H", "H", "H", "H", "H", "H", "C", "C", "O", "C", "O", "O", "F", "H", "H", "H", "C", "C", "O", "C", "O", "O", "F", "H", "H", "H"], "xyz": [[6.6655, 0.4511, 1.3871], [5.6182, 0.3957, 0.2784], [5.3393, -0.9650, -0.1007], [6.0474, 1.1191, -1.0058], [6.1117, 2.5597, -0.8044], [4.8032, 3.2036, -0.7260], [4.3248, 3.3729, 0.7197], [3.0190, 2.8944, 0.9475], [2.0527, 3.4662, 0.1063], [1.7656, 5.6679, 0.9827], [0.7460, 2.8007, 0.5786], [0.5659, 1.3736, 0.0066], [1.4842, 0.9799, -1.1455], [0.7226, 0.1074, 1.3215], [7.5104, 1.0945, 1.1087], [7.0368, -0.5617, 1.5732], [6.2624, 0.8442, 2.3277], [4.6923, 0.8693, 0.6313], [4.5589, -1.2591, 0.3589], [5.3440, 0.8312, -1.8041], [7.0469, 0.7613, -1.2931], [6.6357, 2.9796, -1.5549], [4.8775, 4.1821, -1.2156], [4.0163, 2.6436, -1.2569], [4.9963, 2.8103, 1.3795], [4.3566, 4.4297, 1.0282], [-0.0992, 3.3982, 0.2110], [0.6587, 2.7651, 1.6746], [-0.4728, 1.2525, -0.3208], [2.4737, 0.7078, -0.7739], [1.6025, 1.8526, -1.7964], [1.0742, 0.1360, -1.7057], [-2.3363, -1.4583, 0.5594], [-3.1544, -0.4016, -0.1637], [-4.3482, -1.1039, -0.4805], [-4.4840, -2.1402, 0.3775], [-5.4701, -2.7963, 0.4861], [-3.3621, -2.3126, 1.0902], [-2.5805, 0.0211, -1.3110], [-1.7383, -2.0171, -0.1619], [-1.7041, -1.0773, 1.3518], [-3.4143, 0.4704, 0.4384], [-8.0002, -4.5948, 0.0098], [-8.8432, -3.5462, -0.6945], [-10.0113, -4.2713, -1.0330], [-10.1303, -5.3345, -0.1930], [-11.0948, -6.0146, -0.1018], [-8.9982, -5.4847, 0.5227], [-8.2729, -3.0774, -1.8272], [-7.3859, -5.1195, -0.7237], [-7.3808, -4.2103, 0.8097], [-9.1274, -2.6953, -0.0731]], "atomic_forces_ev_per_a": [[0.30, 0.12, 0.18], [-0.33, 0.08, -0.29], [0.37, 0.19, -0.17], [0.18, -0.08, 0.22], [0.15, -0.17, -0.09], [-0.28, 0.24, -0.06], [0.21, 0.18, 0.08], [-0.29, -0.04, -0.01], [0.14, -0.66, 0.15], [-0.19, 0.49, 0.18], [-0.01, 0.13, -0.05], [-0.13, 0.10, -0.31], [-0.04, 0.12, 0.09], [0.05, -0.06, 0.03], [-0.19, -0.12, 0.03], [0.00, 0.15, -0.05], [0.01, -0.10, -0.17], [0.07, -0.20, -0.14], [-0.36, -0.08, 0.24], [0.00, 0.04, 0.10], [-0.16, -0.01, 0.05], [0.11, -0.04, -0.07], [-0.10, -0.18, 0.10], [0.19, 0.08, -0.01], [-0.17, 0.12, -0.05], [0.02, -0.17, -0.08], [0.25, -0.06, 0.03], [0.02, -0.04, -0.15], [0.21, 0.02, 0.13], [-0.03, 0.10, -0.03], [-0.03, -0.15, 0.04], [0.01, 0.02, 0.07], [-0.02, 0.04, -0.16], [-0.06, -0.04, 0.14], [-0.13, 0.17, 0.04], [0.08, 0.01, -0.08], [-0.13, -0.09, 0.00], [0.10, -0.09, 0.08], [0.04, -0.11, -0.05], [0.05, 0.03, 0.01], [-0.06, 0.01, 0.08], [0.09, 0.06, -0.06], [0.04, 0.07, -0.14], [-0.05, -0.03, 0.15], [-0.15, 0.13, 0.03], [0.16, 0.07, -0.07], [-0.11, -0.10, -0.01], [0.05, -0.10, 0.06], [0.04, -0.11, -0.06], [0.04, 0.03, 0.01], [-0.05, 0.00, 0.07], [0.09, 0.06, -0.06]], "molar_mass_g_mol": 546.71, "max_force_ev_per_a": 0.7, "e_tot_ev": -59872.59695, "homo_energy_ev": -3.23, "total_charge": -1, "orbital_gap_ev": 5.247}



{"formula": "C15H24ClNO2", "method": "wB97M-V/def2-TZVPD", "symbols": ["C", "C", "C", "C", "C", "C", "C", "Cl", "C", "H", "H", "H", "H", "O", "C", "C", "C", "C", "C", "N", "H", "C", "C", "O", "H", "H", "H", "H", "H", "H", "H", "H", "H", "H", "H", "H", "H", "H", "H", "H", "H", "H", "H"], "xyz": [[-1.8651, -2.0692, -2.3347], [-1.1414, -1.9531, -1.0296], [0.2441, -2.0042, -0.9771], [0.9195, -1.8879, 0.2337], [0.1832, -1.7557, 1.4088], [-1.2001, -1.7052, 1.3914], [-1.8438, -1.7924, 0.1594], [-3.5746, -1.6961, 0.1052], [-1.9849, -1.5379, 2.6539], [-1.3241, -1.4810, 3.5141], [-2.5870, -0.6308, 2.6080], [-2.6670, -2.3765, 2.7869], [0.7170, -1.6905, 2.3442], [2.2762, -1.9388, 0.3620], [3.0885, -1.3261, -0.6244], [3.7898, -0.0856, -0.0532], [2.8314, 0.8729, 0.6566], [1.7192, 1.4185, -0.2343], [0.7823, 2.3402, 0.5593], [-0.4302, 2.7367, -0.1280], [-0.2015, 3.2074, -0.9991], [-1.3840, 1.6680, -0.3762], [-2.7476, 2.2994, -0.6651], [-3.1402, 3.1471, 0.3810], [-2.3419, 3.6195, 0.6577], [-2.6978, 2.8623, -1.6113], [-3.5140, 1.5271, -0.7591], [-1.1074, 0.9992, -1.2053], [-1.4538, 1.0689, 0.5347], [0.4791, 1.8329, 1.4801], [1.3151, 3.2549, 0.8372], [1.1267, 0.5922, -0.6297], [2.1486, 1.9662, -1.0779], [3.4100, 1.7077, 1.0588], [2.3797, 0.3473, 1.4998], [4.5437, -0.4095, 0.6659], [4.2975, 0.4232, -0.8749], [2.5010, -1.0422, -1.5004], [3.8395, -2.0608, -0.9357], [0.7890, -2.1519, -1.8979], [-2.4736, -1.1823, -2.5096], [-2.5355, -2.9273, -2.3173], [-1.1658, -2.1866, -3.1581]], "atomic_forces_ev_per_a": [[0.05, -0.01, 0.00], [-0.13, 0.03, 0.11], [0.29, -0.01, 0.06], [-0.34, -0.03, 0.11], [0.23, -0.01, -0.19], [-0.09, 0.01, -0.10], [0.29, -0.06, -0.02], [-0.23, 0.02, 0.00], [0.04, -0.01, 0.01], [0.04, 0.01, 0.07], [-0.06, 0.03, 0.06], [-0.07, -0.01, 0.06], [0.07, 0.03, 0.14], [-0.18, -0.12, 0.17], [0.46, 0.36, -0.25], [-0.34, -0.24, 0.20], [0.04, -0.03, -0.34], [-0.10, 0.06, 0.42], [0.24, -0.05, -0.18], [-0.10, 0.23, -0.17], [-0.03, -0.02, 0.08], [-0.35, 0.10, -0.20], [0.25, -0.23, -0.13], [-0.14, 0.22, 0.34], [0.03, -0.05, -0.05], [0.00, -0.12, 0.01], [0.07, 0.00, -0.08], [0.00, -0.02, 0.09], [-0.01, -0.05, -0.02], [0.07, 0.04, 0.04], [0.04, -0.10, 0.12], [0.00, 0.00, -0.10], [-0.02, 0.00, -0.10], [0.00, 0.00, 0.10], [0.01, 0.04, 0.09], [0.10, -0.01, -0.05], [0.09, -0.01, -0.04], [-0.01, -0.08, 0.06], [-0.15, 0.08, -0.03], [0.05, -0.01, -0.06], [-0.06, 0.01, -0.07], [-0.08, -0.02, -0.07], [0.04, 0.00, -0.05]], "molar_mass_g_mol": 285.81, "max_force_ev_per_a": 0.6, "e_tot_ev": -34052.13635, "homo_energy_ev": -8.44, "total_charge": 0, "orbital_gap_ev": 9.191, "smiles": "Cc1cc(OCCCCCNCCO)cc(C)c1Cl"}



{"formula": "C15H24F6NaO15P", "method": "wB97M-V/def2-TZVPD", "symbols": ["Na", "P", "F", "F", "F", "F", "F", "F", "C", "C", "O", "C", "O", "O", "H", "H", "H", "H", "C", "C", "O", "C", "O", "O", "H", "H", "H", "H", "C", "C", "O", "C", "O", "O", "H", "H", "H", "H", "C", "O", "C", "O", "O", "C", "H", "H", "H", "H", "H", "H", "C", "O", "C", "O", "O", "C", "H", "H", "H", "H", "H", "H"], "xyz": [[4.5901, 15.5534, 11.6489], [2.1350, 14.5983, 13.6638], [3.6093, 14.2759, 14.2267], [2.6806, 15.9205, 12.8575], [2.5490, 13.7200, 12.3390], [0.6922, 14.7982, 12.9768], [1.5638, 13.3005, 14.4752], [1.7316, 15.5145, 14.9042], [2.3569, 21.0553, 11.6314], [1.4159, 20.2742, 10.7052], [2.2210, 19.1771, 10.3448], [3.1085, 18.9544, 11.3265], [3.7489, 17.9732, 11.4800], [3.1485, 19.9943, 12.1871], [1.8931, 21.6728, 12.3991], [3.0129, 21.7747, 11.1314], [1.1003, 20.8925, 9.8679], [0.5250, 19.9564, 11.2493], [6.7577, 20.2205, 9.6092], [7.1345, 19.5306, 8.2840], [7.2509, 18.1890, 8.6769], [6.6694, 18.0008, 9.8770], [6.6115, 16.9434, 10.4095], [6.2333, 19.1769, 10.4068], [5.9841, 20.9698, 9.4359], [7.6462, 20.6813, 10.0455], [8.0317, 20.0727, 7.9744], [6.4193, 19.7830, 7.4978], [6.7019, 19.6809, 14.3097], [7.0988, 18.8417, 15.5523], [7.0255, 17.5266, 15.0563], [6.3697, 17.4852, 13.9083], [6.1264, 16.5018, 13.2908], [6.0180, 18.7392, 13.5108], [7.5267, 20.1344, 13.7586], [6.0140, 20.4614, 14.6359], [6.4642, 19.0966, 16.4003], [8.0891, 19.1517, 15.8884], [6.1642, 11.9483, 9.2685], [6.9263, 12.0306, 10.4490], [6.6163, 12.7781, 11.4826], [5.5837, 13.4009, 11.6611], [7.5009, 12.6038, 12.4279], [7.3603, 13.2135, 13.7123], [5.1261, 11.8217, 9.5738], [6.5278, 11.1326, 8.6478], [6.2312, 12.7931, 8.5767], [7.9986, 12.6257, 14.3629], [6.3143, 13.2466, 14.0089], [7.7473, 14.2316, 13.6813], [2.3226, 13.3477, 9.2425], [2.4173, 14.2822, 8.1742], [3.3422, 15.2196, 8.2238], [4.0574, 15.4487, 9.1652], [3.2535, 15.9476, 7.1203], [4.2025, 16.9620, 6.9230], [2.1776, 13.8001, 10.2197], [3.1587, 12.6490, 9.3116], [1.4738, 12.7243, 8.9677], [3.7237, 17.7960, 6.4088], [5.1442, 16.6927, 6.4504], [4.4554, 17.4430, 7.8768]], "atomic_forces_ev_per_a": [[0.01, 0.07, -0.04], [-0.99, -1.32, -0.08], [0.21, 0.65, 0.27], [0.28, 0.09, 0.25], [0.07, -0.31, 0.07], [-0.21, 0.31, 0.13], [0.36, 0.23, -0.69], [0.34, 0.36, 0.09], [0.09, 0.28, 0.03], [-0.11, 1.50, 0.79], [-0.16, -0.35, -0.73], [0.13, -0.21, 0.94], [0.32, -0.40, -0.51], [-0.20, 0.66, -0.06], [-0.30, -0.61, 0.28], [0.11, -0.37, -0.46], [0.18, -0.38, -0.33], [0.06, -0.27, -0.04], [-0.44, 0.46, -0.81], [-0.08, 2.30, 0.71], [0.29, -0.03, -1.00], [0.03, -0.17, 0.80], [-0.27, -0.02, -0.05], [0.35, -0.40, -0.25], [0.09, 0.04, 0.29], [-0.18, -0.14, 0.38], [0.55, -1.11, -0.21], [-0.36, -0.97, 0.04], [-0.45, 0.19, 1.06], [0.54, 1.97, -0.61], [0.65, -0.48, 1.36], [-0.71, 0.73, -1.01], [-0.08, -0.39, 0.09], [0.12, -0.46, -0.19], [0.11, -0.22, 0.02], [-0.04, 0.05, -0.36], [-0.53, -0.84, -0.10], [0.29, -0.72, -0.20], [-1.11, 0.35, -0.39], [1.75, -0.27, -0.51], [-2.19, 0.28, 1.23], [0.39, 0.25, -1.00], [1.49, -0.59, -0.26], [-0.17, 0.48, -0.22], [-0.06, -0.17, -0.38], [0.04, -0.42, 0.63], [0.14, 0.52, 0.67], [-0.23, -0.11, 0.13], [0.03, -0.14, 0.14], [-0.09, 0.04, -0.10], [-0.35, -0.85, 0.40], [0.18, -0.09, -0.69], [-0.62, 0.10, 1.05], [0.58, -0.08, 0.12], [0.05, -0.38, -0.96], [0.26, 1.95, 1.16], [-0.06, 0.21, -0.15], [0.33, 0.46, -0.23], [-0.17, 0.22, 0.18], [-0.13, -0.47, -0.57], [-0.24, -0.56, -0.21], [0.12, -0.47, 0.12]], "molar_mass_g_mol": 612.29, "max_force_ev_per_a": 2.5, "e_tot_ev": -76674.98873, "homo_energy_ev": -10.58, "total_charge": 0, "orbital_gap_ev": 10.442}



{"formula": "C15H24FNO6Si2", "method": "wB97M-V/def2-TZVPD", "symbols": ["C", "C", "C", "Si", "O", "Si", "F", "C", "C", "N", "C", "C", "C", "C", "O", "H", "H", "H", "H", "H", "H", "H", "H", "H", "H", "H", "H", "H", "H", "H", "H", "H", "H", "H", "H", "C", "C", "C", "O", "C", "C", "C", "O", "O", "O", "H", "H", "H", "H"], "xyz": [[6.4306, -2.2719, 2.8884], [6.4960, -1.1530, 2.0122], [5.2358, -0.6976, 1.1190], [3.9209, 0.1407, 2.2675], [2.4262, -0.7053, 1.9821], [1.1737, 0.4747, 1.6348], [0.3901, 0.7727, 3.1286], [0.0735, -0.3083, 0.2899], [-1.4977, -0.0083, 0.4359], [-2.1358, -0.6833, 1.6262], [-2.8306, 0.3328, 2.5009], [-3.8747, -0.3551, 3.5338], [-3.2641, -1.5259, 1.1153], [-3.3272, -3.1108, 1.3464], [-4.2519, -1.0275, 0.5090], [7.3717, -2.8822, 3.0954], [5.4244, -2.4898, 3.3751], [7.4502, -0.5327, 1.9022], [5.6324, 0.0806, 0.3752], [4.7958, -1.5870, 0.5651], [4.2662, 0.0788, 3.6865], [3.8157, 1.5523, 1.8932], [1.7354, 1.7242, 1.1264], [0.3340, -1.4242, 0.2234], [0.4025, 0.1417, -0.7184], [-1.7510, 1.1112, 0.3740], [-2.0015, -0.4697, -0.4919], [-3.3740, 1.1119, 1.8473], [-2.1049, 0.9233, 3.1490], [-3.9883, 0.3694, 4.4088], [-3.4968, -1.3412, 3.9530], [-4.8936, -0.4388, 3.0281], [-4.0063, -3.3625, 2.2215], [-3.8454, -3.5335, 0.4099], [-2.3056, -3.5998, 1.4275], [-0.0284, 1.8131, -3.4132], [-0.1107, 2.8373, -4.2654], [-1.1313, 2.8643, -5.3526], [-1.1884, 3.8245, -6.0996], [-2.0315, 1.7143, -5.4790], [-1.9468, 0.6886, -4.6288], [-0.9444, 0.6744, -3.5253], [-0.9088, -0.2718, -2.7566], [-2.7721, -0.3855, -4.7343], [0.7319, 3.8988, -4.1769], [0.7059, 1.7827, -2.6194], [-2.7554, 1.7379, -6.2822], [-2.5136, -0.9844, -4.0075], [0.4684, 4.5002, -4.9002]], "atomic_forces_ev_per_a": [[0.27, 2.64, -1.73], [-0.57, -1.97, 0.97], [1.30, 0.41, 1.00], [-0.26, -1.92, -1.10], [-0.23, 3.59, -0.18], [-0.61, -2.51, 1.58], [1.22, -0.29, -2.48], [-0.36, 0.27, -0.17], [0.00, -0.85, -1.55], [-1.50, 0.34, -0.43], [-0.65, 0.58, 1.15], [0.12, 1.11, -0.33], [-2.95, 0.10, -1.44], [0.17, 0.36, -0.97], [3.55, -1.37, 1.96], [-1.47, 1.29, 0.43], [1.41, -0.48, -1.20], [-1.18, -1.49, -0.34], [-0.74, -1.18, 0.93], [0.63, 1.16, 0.75], [0.06, -0.16, 0.20], [-0.08, 0.25, 0.00], [-0.03, 0.25, 0.25], [-0.72, 1.52, 0.19], [-0.42, -0.62, 1.51], [0.53, -1.54, 0.36], [0.88, 0.90, 1.23], [0.54, -1.24, 0.95], [-0.44, -1.04, -1.14], [0.10, -1.02, -1.12], [-0.47, 1.19, -0.70], [1.40, -0.24, 0.80], [1.05, 0.48, -0.91], [0.76, 0.71, 1.44], [-1.29, 0.75, 0.22], [-0.16, -0.39, 0.14], [1.03, 0.72, 0.55], [-0.62, -0.15, -0.55], [0.31, -0.02, 0.31], [0.14, 0.35, -0.10], [-0.99, -0.69, -0.56], [0.55, 0.16, 0.46], [-0.25, 0.02, -0.41], [0.98, 0.67, 0.56], [-0.99, -0.67, -0.52], [-0.01, 0.03, -0.03], [0.01, 0.00, 0.03], [-0.11, 0.02, -0.09], [0.06, -0.01, 0.09]], "molar_mass_g_mol": 389.53, "max_force_ev_per_a": 4.3, "e_tot_ev": -48191.63845, "homo_energy_ev": -8.80, "total_charge": 0, "orbital_gap_ev": 7.016}



{"formula": "C15H24IN2NdO7P2", "method": "wB97M-V/def2-TZVPD", "symbols": ["C", "I", "H", "H", "H", "Nd", "P", "C", "C", "H", "H", "H", "H", "H", "H", "C", "H", "H", "H", "P", "C", "C", "H", "H", "H", "C", "H", "H", "H", "H", "H", "H", "C", "O", "O", "C", "O", "C", "C", "C", "C", "C", "C", "N", "O", "O", "N", "O", "O", "H", "H", "H"], "xyz": [[0.3901, 0.7543, -4.3349], [2.2164, -1.2298, -3.9531], [1.1472, 1.3646, -4.8203], [-0.2556, 1.4373, -3.7166], [-0.2729, 0.3409, -5.0854], [0.5993, 0.1189, -1.9567], [0.0595, 3.1244, -2.0652], [-1.6522, 3.7194, -2.3324], [0.4832, 3.9879, -0.5242], [0.4151, 5.0642, -0.7293], [0.8349, 5.2076, -3.0943], [1.5052, 3.7206, -0.2312], [2.0709, 3.9095, -3.1821], [-2.2776, 3.4203, -1.4850], [-0.1963, 3.6787, 0.2771], [0.9998, 4.1364, -3.2821], [-1.6674, 4.8128, -2.4228], [0.7084, 3.8897, -4.3126], [-2.0863, 3.2788, -3.2373], [0.0768, -2.9450, -1.3048], [-1.6387, -3.5173, -1.5979], [1.0070, -4.2923, -2.1529], [1.0505, -2.9618, 0.8960], [0.6267, -4.6155, 0.3261], [-0.6466, -3.4826, 0.9508], [0.2913, -3.5710, 0.3966], [2.0731, -4.0470, -2.1199], [0.8272, -5.2645, -1.6732], [-1.6242, -4.6158, -1.6937], [-2.0261, -3.0511, -2.5142], [0.7123, -4.3375, -3.2038], [-2.2744, -3.2092, -0.7562], [-1.9581, -0.2956, -1.5986], [-2.9504, -0.5542, -1.0675], [1.3845, -0.4554, 0.2272], [0.4396, 0.1356, 0.8846], [-0.4034, 0.8932, 0.2904], [0.3317, -0.0702, 2.3574], [1.2628, -0.8182, 3.0928], [1.1463, -0.9320, 4.4924], [0.0521, -0.3962, 5.1765], [-0.8911, 0.3173, 4.4320], [-0.7364, 0.5179, 3.0394], [-2.0362, 0.8422, 5.1175], [-2.1205, 0.6422, 6.3504], [-2.8876, 1.4675, 4.4503], [2.1595, -1.6220, 5.2383], [3.1301, -2.1058, 4.6181], [2.0220, -1.6943, 6.4781], [2.0983, -1.3005, 2.6019], [-0.0562, -0.5198, 6.2487], [-1.4639, 1.1219, 2.5060]], "atomic_forces_ev_per_a": [[0.85, -0.19, -3.04], [-0.92, 1.16, -1.26], [0.00, -0.03, -0.01], [0.73, -0.73, 0.78], [0.23, -0.57, -0.20], [-0.29, -0.09, 4.91], [-0.35, 1.35, 0.02], [-0.19, -0.40, -0.09], [0.24, -0.40, 0.21], [0.00, -0.25, 0.23], [0.01, -0.38, -0.07], [-0.15, 0.23, 0.03], [-0.20, 0.21, -0.02], [0.08, 0.07, -0.09], [0.12, 0.16, -0.15], [0.24, -0.50, -0.17], [0.07, -0.25, 0.04], [0.00, 0.18, 0.24], [0.04, 0.17, 0.08], [-0.53, -1.12, 0.10], [-0.09, 0.18, -0.27], [0.25, 0.61, -0.55], [-0.04, -0.30, 0.11], [-0.25, 0.39, 0.29], [0.16, -0.10, -0.01], [0.42, 0.59, 0.31], [-0.02, -0.26, 0.07], [-0.01, 0.40, -0.15], [-0.23, 0.47, 0.05], [-0.08, -0.40, 0.13], [0.03, -0.10, 0.02], [0.12, -0.20, -0.28], [-4.58, -1.08, 2.28], [3.91, 1.11, -2.23], [-0.63, 0.73, -0.24], [0.21, 0.10, 0.05], [0.91, -0.94, -0.54], [-0.15, -0.03, 0.75], [0.19, -0.03, 0.53], [-1.26, 0.80, -1.47], [0.08, 0.15, -0.50], [1.51, -0.65, -1.35], [-0.44, -0.02, 0.94], [-2.69, 1.29, 1.93], [0.31, 0.36, -2.78], [1.75, -1.23, 1.04], [2.39, -1.70, 2.08], [-1.98, 1.00, 0.87], [0.09, 0.26, -2.67], [0.04, 0.08, 0.06], [0.02, 0.02, -0.16], [0.05, -0.14, 0.16]], "molar_mass_g_mol": 677.46, "max_force_ev_per_a": 5.2, "e_tot_ev": -75190.74612, "homo_energy_ev": [-15.34, -15.34], "total_charge": 2, "multiplicity": 4, "orbital_gap_ev": [4.736, 4.702]}